{"formula": "HNO4", "method": "ωB97M-V with the def2-TZVPD basis set", "elements": ["N", "O", "O", "O", "O", "H"], "coordinates": [[-0.39230, 0.01763, 0.47940], [-1.12552, 1.00575, 0.57137], [-0.87364, -1.12682, 0.81478], [-2.54511, 0.54382, -0.07311], [-2.35066, -0.61772, -0.51855], [0.42290, -0.18341, -0.20636]], "atomic_forces_ev_per_a": [[1.1, -4.2, -0.7], [2.4, 1.9, 1.1], [0.9, 1.4, 0.9], [-2.0, -2.4, -1.8], [-1.0, 1.7, -0.3], [-1.5, 1.7, 0.7]], "mulliken_charge": [0.421, -0.271, -0.392, 0.099, -0.166, 0.309], "lumo_ev": [-1.05, -1.10], "homo_lumo_gap_ev": [9.296, 8.274], "homo_ev": [-10.3, -9.4], "multiplicity": 1, "charge": 0}